Record 1
C34H31Cl3CuN5OSSb | ωB97M-V with the def2-TZVPD basis set

HOMO energy (alpha / beta)	-13.116 / -13.116	eV
E_LUMO (alpha / beta)	-5.4 / -7.1	eV
multiplicity	2
charge	+2
orbital gap (alpha / beta)	7.7 / 6.1	eV
DFT total energy	-144826.45319	eV

Atoms and positions in Å:
1 Cu 2.279 -0.105 -0.051
2 C 0.975 1.742 -2.602
3 C 1.467 2.566 -1.451
4 C 1.204 3.933 -1.409
5 C 1.690 4.695 -0.365
6 C 2.469 4.078 0.607
7 C 2.697 2.716 0.515
8 N 2.181 1.975 -0.479
9 Sb 4.134 1.881 1.933
10 C 4.994 0.570 0.410
11 C 6.372 0.576 0.270
12 C 6.950 -0.250 -0.685
13 C 6.134 -1.049 -1.467
14 C 4.757 -1.012 -1.287
15 C 3.840 -1.858 -2.115
16 N 4.219 -0.209 -0.356
17 C 2.900 0.269 2.727
18 C 2.760 0.185 4.100
19 C 2.152 -0.945 4.641
20 C 1.763 -1.968 3.798
21 C 1.930 -1.830 2.422
22 C 1.583 -2.934 1.478
23 N 2.454 -0.703 1.919
24 H 1.190 2.250 -3.542
25 H 1.445 0.762 -2.613
26 H -0.108 1.616 -2.540
27 H 0.632 4.386 -2.207
28 H 1.494 5.758 -0.317
29 H 2.890 4.647 1.426
30 H 6.980 1.215 0.897
31 H 8.024 -0.268 -0.817
32 H 6.558 -1.703 -2.215
33 H 4.405 -2.477 -2.805
34 H 3.245 -2.517 -1.476
35 H 3.158 -1.233 -2.698
36 H 3.124 0.980 4.737
37 H 2.023 -1.033 5.711
38 H 1.345 -2.885 4.192
39 H 1.800 -3.901 1.928
40 H 0.522 -2.909 1.238
41 H 2.151 -2.833 0.552
42 Cl -4.696 -6.245 -1.311
43 C -4.520 -4.568 -0.972
44 C -5.120 -3.623 -1.790
45 C -4.975 -2.283 -1.487
46 C -4.226 -1.839 -0.398
47 C -4.131 -0.334 -0.203
48 C -3.024 0.317 -1.075
49 N -1.700 -0.293 -1.002
50 C -1.252 -1.364 -1.737
51 C 0.065 -1.517 -1.433
52 N 0.419 -0.559 -0.507
53 C -0.678 0.137 -0.251
54 O -3.963 0.045 1.133
55 C -4.743 1.159 1.554
56 C -4.283 2.441 0.921
57 C -3.058 3.001 1.143
58 Cl -1.826 2.388 2.164
59 S -2.811 4.448 0.239
60 C -4.368 4.308 -0.461
61 C -5.031 3.209 -0.016
62 C -3.620 -2.815 0.398
63 Cl -2.613 -2.428 1.755
64 C -3.777 -4.166 0.125
65 H -5.704 -3.938 -2.643
66 H -5.472 -1.553 -2.118
67 H -5.067 0.091 -0.584
68 H -2.923 1.350 -0.746
69 H -3.343 0.312 -2.117
70 H -1.882 -1.905 -2.422
71 H 0.765 -2.227 -1.839
72 H -0.751 0.971 0.432
73 H -4.614 1.194 2.635
74 H -5.802 0.995 1.335
75 H -4.711 5.062 -1.152
76 H -6.032 2.954 -0.338
77 H -3.317 -4.904 0.766

Record 2
C34H31F3N5NiO3Sb | ωB97M-V with the def2-TZVPD basis set

HOMO energy	-7.467	eV
E_LUMO	0.2	eV
charge	0
orbital gap	7.7	eV
DFT total energy	-105088.76751	eV

Atoms and positions in Å:
1 Ni 1.681 -0.861 -0.994
2 C 1.603 2.288 -3.645
3 C 1.962 0.927 -3.114
4 O 1.369 0.628 -2.007
5 C 2.858 0.128 -3.779
6 C 3.274 -1.151 -3.319
7 C 4.246 -1.942 -4.142
8 N 2.826 -1.639 -2.196
9 N 3.292 -2.908 -1.826
10 C 2.779 -3.209 -0.680
11 O 1.959 -2.415 -0.042
12 C 3.102 -4.506 -0.035
13 C 3.952 -5.417 -0.657
14 C 4.247 -6.624 -0.045
15 C 3.697 -6.933 1.193
16 C 2.851 -6.028 1.817
17 C 2.554 -4.818 1.204
18 H 2.137 3.047 -3.069
19 H 0.536 2.471 -3.517
20 H 1.867 2.399 -4.695
21 H 3.278 0.488 -4.706
22 H 4.531 -1.384 -5.030
23 H 3.806 -2.896 -4.432
24 H 5.132 -2.177 -3.553
25 H 4.375 -5.164 -1.620
26 H 4.908 -7.327 -0.533
27 H 3.930 -7.876 1.670
28 H 2.423 -6.263 2.783
29 H 1.899 -4.100 1.678
30 C -1.154 -2.537 2.898
31 N -0.312 -1.605 2.187
32 C 0.689 -0.746 2.785
33 C 1.164 0.061 1.581
34 O 2.024 0.902 1.589
35 N 0.428 -0.344 0.470
36 C -0.403 -1.309 0.893
37 N -1.288 -1.888 0.081
38 H -0.751 -2.671 3.899
39 H -1.152 -3.514 2.409
40 H -2.179 -2.171 2.984
41 H 1.522 -1.311 3.208
42 H 0.259 -0.083 3.539
43 H -1.298 -1.606 -0.886
44 H -1.812 -2.696 0.358
45 F -2.217 1.207 5.888
46 C -1.897 1.505 4.611
47 C -0.969 2.498 4.367
48 C -0.655 2.793 3.047
49 C -1.253 2.123 1.979
50 C -2.161 1.110 2.278
51 C -2.500 0.798 3.591
52 Sb -0.664 2.666 -0.036
53 C -1.760 4.526 -0.049
54 C -2.838 4.810 -0.884
55 C -3.459 6.053 -0.872
56 C -2.984 7.016 -0.007
57 F -3.585 8.224 0.019
58 C -1.908 6.791 0.827
59 C -1.299 5.544 0.787
60 C -2.206 1.529 -1.002
61 C -3.556 1.632 -0.662
62 C -4.524 0.858 -1.287
63 C -4.121 -0.022 -2.272
64 F -5.052 -0.781 -2.885
65 C -2.802 -0.148 -2.655
66 C -1.849 0.635 -2.012
67 H -0.508 3.019 5.194
68 H 0.090 3.559 2.863
69 H -2.628 0.544 1.482
70 H -3.224 0.029 3.828
71 H -3.210 4.061 -1.572
72 H -4.295 6.280 -1.519
73 H -1.557 7.579 1.478
74 H -0.439 5.380 1.427
75 H -3.869 2.327 0.110
76 H -5.572 0.932 -1.027
77 H -2.536 -0.836 -3.448
78 H -0.805 0.537 -2.291

Record 3
C34H31GeN3S2W | ωB97M-V with the def2-TZVPD basis set

HOMO energy (alpha / beta)	-10.339 / -10.381	eV
E_LUMO (alpha / beta)	-4.3 / -4.1	eV
multiplicity	2
charge	+1
orbital gap (alpha / beta)	6.1 / 6.3	eV
DFT total energy	-120236.90625	eV

Atoms and positions in Å:
1 W -1.197 -1.217 0.051
2 S -4.391 -0.730 3.322
3 C -3.963 -2.387 3.365
4 C -3.099 -2.723 2.367
5 C -2.767 -1.624 1.494
6 C -3.422 -0.501 1.928
7 C -3.270 0.751 1.190
8 C -3.997 1.902 1.440
9 C -3.821 3.007 0.628
10 C -2.919 2.941 -0.419
11 C -2.204 1.777 -0.601
12 N -2.358 0.693 0.184
13 H -4.387 -3.029 4.124
14 H -2.725 -3.731 2.244
15 H -4.710 1.914 2.253
16 H -4.389 3.911 0.809
17 H -2.748 3.774 -1.086
18 H -1.479 1.698 -1.392
19 C 0.201 -2.575 -0.974
20 H 1.192 -2.700 -0.554
21 H 0.169 -2.602 -2.058
22 C -0.425 -1.213 5.510
23 C 0.276 -1.255 4.193
24 C 1.609 -1.519 4.009
25 C 2.114 -1.537 2.706
26 N 1.325 -1.255 1.661
27 C 0.019 -1.099 1.826
28 S -1.064 -3.495 -0.173
29 N -0.467 -1.072 3.083
30 C 3.549 -1.839 2.436
31 H 0.291 -1.139 6.324
32 H -1.011 -2.126 5.638
33 H -1.107 -0.364 5.561
34 H 2.241 -1.710 4.866
35 H -1.478 -0.977 3.170
36 H 4.189 -1.103 2.929
37 H 3.744 -1.827 1.367
38 H 3.806 -2.815 2.851
39 C -2.446 0.014 -4.982
40 C -1.314 0.819 -5.042
41 C -0.411 0.843 -3.986
42 C -0.599 0.061 -2.842
43 C -1.748 -0.743 -2.825
44 C -2.672 -0.773 -3.863
45 Ge 0.624 0.092 -1.260
46 C 1.002 1.956 -0.764
47 C 0.548 2.494 0.442
48 C 0.808 3.810 0.807
49 C 1.535 4.629 -0.044
50 C 2.012 4.120 -1.247
51 C 1.753 2.800 -1.593
52 C 2.348 -0.524 -1.883
53 C 3.496 -0.203 -1.153
54 C 4.748 -0.637 -1.568
55 C 4.871 -1.399 -2.724
56 C 3.742 -1.719 -3.463
57 C 2.488 -1.284 -3.044
58 H -3.147 -0.006 -5.806
59 H -1.135 1.431 -5.917
60 H 0.459 1.486 -4.063
61 H -2.009 -1.435 -2.005
62 H -3.544 -1.411 -3.804
63 H -0.034 1.875 1.123
64 H 0.447 4.197 1.751
65 H 1.737 5.657 0.231
66 H 2.592 4.752 -1.907
67 H 2.170 2.420 -2.520
68 H 3.419 0.416 -0.264
69 H 5.631 -0.371 -0.999
70 H 5.847 -1.733 -3.052
71 H 3.837 -2.303 -4.369
72 H 1.617 -1.537 -3.639

Record 4
C34H31IrN4PS | ωB97M-V with the def2-TZVPD basis set

HOMO energy (alpha / beta)	-9.196 / -11.126	eV
E_LUMO (alpha / beta)	-2.3 / -5.3	eV
multiplicity	5
charge	+1
orbital gap (alpha / beta)	6.9 / 5.8	eV
DFT total energy	-64678.21062	eV

Atoms and positions in Å:
1 Ir 0.373 -0.903 -1.730
2 N 2.943 2.364 -3.060
3 C 2.004 1.484 -2.688
4 S 2.408 -0.192 -2.554
5 N 0.776 1.966 -2.468
6 N -0.054 1.084 -1.949
7 C -1.438 1.418 -1.974
8 C -1.876 2.795 -2.128
9 C -1.312 3.811 -1.346
10 C -1.762 5.112 -1.465
11 C -2.760 5.425 -2.380
12 C -3.313 4.430 -3.173
13 C -2.880 3.122 -3.046
14 C -2.291 0.314 -1.836
15 C -3.695 0.404 -1.682
16 C -4.440 -0.732 -1.505
17 C -3.807 -1.981 -1.470
18 C -2.436 -2.027 -1.599
19 N -1.693 -0.927 -1.759
20 H 3.863 2.053 -3.317
21 H 2.671 3.313 -3.256
22 H -0.535 3.569 -0.635
23 H -1.334 5.887 -0.844
24 H -3.103 6.446 -2.476
25 H -4.077 4.674 -3.898
26 H -3.295 2.352 -3.682
27 H -4.159 1.378 -1.680
28 H -5.511 -0.661 -1.383
29 H -4.363 -2.897 -1.338
30 H -1.892 -2.963 -1.554
31 C -1.985 0.419 1.421
32 C -1.023 0.295 2.566
33 C -1.375 0.784 3.820
34 C -0.505 0.704 4.896
35 C 0.744 0.123 4.733
36 C 1.111 -0.366 3.491
37 C 0.238 -0.284 2.405
38 P 0.796 -0.977 0.808
39 C 2.603 -0.807 0.901
40 C 3.420 -1.933 0.942
41 C 4.800 -1.803 0.913
42 C 5.366 -0.538 0.852
43 C 4.552 0.584 0.831
44 C 3.168 0.474 0.856
45 C 2.323 1.716 0.869
46 C 0.392 -2.740 0.899
47 C -0.171 -3.340 2.021
48 C -0.560 -4.670 1.975
49 C -0.387 -5.401 0.806
50 C 0.185 -4.810 -0.311
51 C 0.589 -3.478 -0.282
52 C 1.220 -2.817 -1.469
53 H -2.975 0.700 1.778
54 H -2.079 -0.519 0.870
55 H -1.651 1.189 0.721
56 H -2.351 1.235 3.953
57 H -0.803 1.092 5.860
58 H 1.428 0.050 5.567
59 H 2.089 -0.814 3.364
60 H 2.976 -2.918 1.003
61 H 5.427 -2.683 0.944
62 H 6.441 -0.424 0.830
63 H 5.000 1.571 0.796
64 H 2.849 2.543 0.393
65 H 2.084 2.011 1.893
66 H 1.375 1.571 0.346
67 H -0.318 -2.767 2.927
68 H -1.000 -5.133 2.848
69 H -0.697 -6.436 0.765
70 H 0.326 -5.386 -1.217
71 H 1.063 -3.399 -2.383
72 H 2.300 -2.735 -1.322

Record 5
C34H32BF7O2 | ωB97M-V with the def2-TZVPD basis set

HOMO energy	-6.447	eV
E_LUMO	-2.1	eV
charge	0
orbital gap	4.4	eV
DFT total energy	-59569.94835	eV

Atoms and positions in Å:
1 F 1.146 -6.232 -1.711
2 C 0.610 -5.096 -2.281
3 C 1.255 -4.534 -3.369
4 C 0.702 -3.384 -3.909
5 F 1.318 -2.794 -4.992
6 C -0.424 -2.766 -3.384
7 C -1.075 -3.348 -2.246
8 C -2.014 -2.542 -1.510
9 C -2.843 -3.082 -0.458
10 C -4.232 -3.188 -0.687
11 C -5.007 -3.813 0.274
12 F -6.332 -4.024 -0.026
13 C -4.511 -4.209 1.512
14 C -3.161 -4.013 1.738
15 F -2.662 -4.287 2.992
16 C -2.301 -3.494 0.779
17 C -0.530 -4.552 -1.690
18 H 2.160 -4.969 -3.780
19 H -0.817 -1.831 -3.797
20 H -2.235 -1.520 -1.900
21 H -4.603 -2.868 -1.665
22 H -5.174 -4.635 2.249
23 H -1.230 -3.368 0.983
24 H -1.003 -5.033 -0.832
25 C 0.344 3.870 3.231
26 C 1.308 3.238 2.254
27 C 2.184 4.310 1.537
28 C 2.153 1.980 2.798
29 C 3.561 2.300 3.270
30 C 1.381 1.155 3.824
31 O 2.340 1.195 1.602
32 B 1.617 1.911 0.677
33 C 1.945 1.955 -0.807
34 C 1.197 2.791 -1.654
35 C 1.627 3.019 -2.951
36 C 2.719 2.289 -3.407
37 C 3.266 2.569 -4.784
38 F 4.618 2.770 -4.735
39 F 3.031 1.510 -5.620
40 F 2.711 3.678 -5.365
41 C 3.346 1.288 -2.658
42 C 2.914 1.090 -1.359
43 C -0.559 -1.029 0.473
44 C 0.228 -0.986 -0.793
45 C -1.635 -0.197 0.851
46 C -2.168 -0.399 2.170
47 C -3.391 0.130 2.526
48 C -4.052 0.989 1.648
49 C -3.414 1.428 0.488
50 C -2.217 0.865 0.086
51 O 0.555 2.659 1.200
52 H 0.916 4.336 4.043
53 H -0.234 4.639 2.709
54 H -0.354 3.132 3.638
55 H 2.765 4.932 2.225
56 H 2.881 3.868 0.803
57 H 1.498 4.933 0.943
58 H 3.537 2.996 4.110
59 H 4.055 1.369 3.565
60 H 4.122 2.734 2.439
61 H 1.288 1.704 4.779
62 H 0.367 0.892 3.473
63 H 1.914 0.212 4.035
64 H 0.302 3.286 -1.301
65 H 1.160 3.781 -3.577
66 H 4.181 0.723 -3.077
67 H 3.332 0.285 -0.763
68 H 0.110 -1.262 1.324
69 H 1.309 -0.783 -0.631
70 H 0.241 -1.969 -1.301
71 H -0.116 -0.246 -1.550
72 H -1.542 -0.945 2.890
73 H -3.858 -0.193 3.449
74 H -5.046 1.349 1.875
75 H -3.874 2.157 -0.162
76 H -1.603 1.276 -0.731

Record 6
C34H32BrF4N5O2PRuS3 | ωB97M-V with the def2-TZVPD basis set

HOMO energy (alpha / beta)	-12.570 / -12.545	eV
E_LUMO (alpha / beta)	-6.0 / -7.0	eV
multiplicity	2
charge	+2
orbital gap (alpha / beta)	6.5 / 5.6	eV
DFT total energy	-172599.12805	eV

Atoms and positions in Å:
1 Ru -0.429 0.183 1.387
2 O 4.752 -1.409 0.539
3 C 4.204 -1.415 -0.694
4 C 4.956 -1.780 -1.809
5 C 4.400 -1.775 -3.071
6 C 3.073 -1.400 -3.253
7 C 2.322 -1.038 -2.155
8 C 2.860 -1.040 -0.862
9 C 1.990 -0.660 0.259
10 O 0.774 -0.216 -0.095
11 N 2.340 -0.783 1.490
12 N 1.360 -0.312 2.359
13 C 1.821 0.015 3.519
14 S 0.811 0.665 4.792
15 C 2.218 1.300 5.749
16 C 3.334 0.284 5.628
17 S 3.510 -0.165 3.876
18 H 5.677 -1.675 0.478
19 H 5.992 -2.069 -1.671
20 H 5.004 -2.064 -3.921
21 H 2.636 -1.395 -4.241
22 H 1.289 -0.748 -2.282
23 H 1.883 1.420 6.778
24 H 2.511 2.268 5.346
25 H 3.125 -0.612 6.211
26 H 4.285 0.702 5.953
27 F -3.185 -3.461 -4.128
28 C -2.970 -2.505 -3.250
29 C -3.316 -1.198 -3.540
30 F -3.870 -0.899 -4.699
31 C -3.084 -0.202 -2.602
32 F -3.461 1.033 -2.929
33 C -2.494 -0.465 -1.373
34 P -2.203 0.848 -0.129
35 C -3.866 1.188 0.516
36 C -4.845 1.813 -0.263
37 C -6.117 2.015 0.249
38 C -6.433 1.592 1.533
39 C -5.471 0.960 2.307
40 C -4.195 0.760 1.800
41 C -1.672 2.282 -1.093
42 C -0.595 2.094 -1.961
43 C -0.106 3.157 -2.699
44 C -0.686 4.415 -2.574
45 C -1.747 4.607 -1.702
46 C -2.238 3.544 -0.954
47 C -2.162 -1.793 -1.109
48 Br -1.382 -2.329 0.531
49 C -2.393 -2.802 -2.023
50 F -2.069 -4.057 -1.749
51 H -4.623 2.137 -1.270
52 H -6.867 2.498 -0.363
53 H -7.429 1.748 1.925
54 H -5.717 0.617 3.305
55 H -3.457 0.255 2.403
56 H -0.132 1.117 -2.051
57 H 0.723 3.006 -3.377
58 H -0.314 5.242 -3.164
59 H -2.209 5.583 -1.616
60 H -3.077 3.700 -0.286
61 C -4.020 -1.997 5.019
62 C -2.543 -2.331 4.774
63 C -1.918 -1.380 3.868
64 N -1.438 -0.625 3.151
65 H -4.451 -2.756 5.668
66 H -4.579 -1.989 4.084
67 H -4.126 -1.030 5.508
68 H -2.427 -3.321 4.327
69 H -1.968 -2.325 5.702
70 C -1.116 5.956 1.986
71 N -0.435 4.719 1.599
72 C -0.702 3.464 1.921
73 S 0.495 2.307 1.429
74 N -1.774 3.054 2.588
75 C -2.961 3.805 3.002
76 H -0.426 6.775 1.806
77 H -1.359 5.951 3.044
78 H -2.012 6.123 1.392
79 H 0.338 4.822 0.959
80 H -1.708 2.110 2.936
81 H -2.784 4.384 3.906
82 H -3.748 3.080 3.194
83 H -3.298 4.457 2.202